Entry 1:
{
  "formula": "C46H63ClN7O3PSi",
  "method": "the ωB97M-V functional and the def2-TZVPD basis",
  "symbols": ["C", "C", "C", "C", "C", "C", "C", "C", "C", "C", "C", "C", "O", "C", "C", "O", "C", "C", "Si", "Cl", "C", "C", "C", "N", "O", "P", "N", "C", "C", "H", "H", "H", "H", "H", "H", "H", "H", "H", "H", "H", "H", "H", "H", "H", "H", "H", "H", "H", "H", "H", "H", "H", "H", "H", "H", "H", "H", "H", "H", "H", "H", "H", "H", "H", "H", "H", "H", "N", "C", "C", "C", "C", "C", "H", "H", "H", "H", "H", "N", "C", "C", "C", "C", "C", "H", "H", "H", "H", "H", "N", "C", "C", "C", "C", "C", "H", "H", "H", "H", "H", "N", "C", "C", "C", "C", "C", "H", "H", "H", "H", "H", "N", "C", "C", "C", "C", "C", "H", "H", "H", "H", "H"],
  "coordinates": [[1.53687, 1.14255, 0.94328], [3.01735, 1.50192, 0.58617], [3.48345, 2.61871, 1.62765], [3.90701, 0.21568, 0.93112], [3.32727, 1.97279, -0.88225], [2.13449, 2.16820, -1.87517], [1.10643, 3.30720, -1.47379], [2.79404, 2.69277, -3.24587], [1.41497, 0.82239, -2.30027], [2.16294, -0.42315, -2.22425], [1.47506, -1.65689, -2.57751], [0.07883, -1.64701, -2.98346], [-0.59919, -2.85683, -3.28769], [-1.00988, -3.37321, -1.98221], [-2.56094, -3.38218, -1.79830], [-3.15329, -2.09615, -1.94614], [-4.25332, -1.88597, -1.05762], [-5.41106, -1.06178, -1.74086], [-5.70018, 0.65932, -1.00021], [-7.55563, 0.74785, 0.01101], [-4.34590, 1.23388, 0.21476], [-4.26250, 2.82109, 0.21045], [-3.82085, 3.41306, 1.62240], [-3.19288, 2.53713, 2.62197], [-3.96236, 4.58079, 1.86571], [-5.82212, 2.21528, -2.61508], [-6.38609, 1.58445, -3.98286], [-0.63430, -0.38834, -3.08043], [0.02526, 0.87293, -2.73107], [0.82714, 2.01146, 0.94335], [1.54092, 0.76895, 2.01042], [1.15361, 0.27523, 0.33884], [2.66965, 3.40313, 1.60341], [4.48602, 3.02776, 1.36813], [3.45197, 2.19340, 2.66782], [4.32279, 0.26793, 1.96833], [4.77734, 0.12267, 0.22594], [3.32147, -0.74214, 0.81854], [4.07156, 1.29355, -1.38586], [3.85923, 2.96839, -0.81422], [0.66839, 3.72619, -2.42614], [0.24025, 2.94177, -0.87484], [1.68033, 4.14220, -1.00396], [3.23082, 3.71026, -3.05878], [3.67949, 2.01587, -3.42079], [2.06470, 2.66275, -4.08728], [3.22268, -0.48824, -1.90421], [2.07598, -2.59828, -2.51680], [-0.58845, -4.41031, -1.85318], [-0.58818, -2.74571, -1.14751], [-2.97530, -4.10195, -2.56810], [-2.77922, -3.86881, -0.80212], [-3.86092, -1.42688, -0.11237], [-4.68922, -2.88508, -0.76345], [-5.23791, -1.00395, -2.85378], [-6.37648, -1.63558, -1.63559], [-4.71667, 0.95219, 1.24163], [-3.34315, 0.77038, -0.00280], [-5.26652, 3.29049, 0.01516], [-3.51880, 3.22249, -0.52120], [-2.55331, 1.89258, 2.13724], [-3.92676, 1.93380, 3.01084], [-6.76592, 3.23618, -2.23841], [-4.54629, 2.83818, -2.78995], [-6.54650, 0.58135, -3.83545], [-1.69571, -0.31196, -3.41304], [-0.54249, 1.82126, -2.79499], [-6.27332, -0.88338, 2.91436], [-5.66014, -1.76636, 3.71100], [-6.24723, -2.93886, 4.15846], [-7.54674, -3.21421, 3.76244], [-8.20434, -2.31435, 2.93880], [-7.52708, -1.17133, 2.54393], [-4.64615, -1.50640, 3.99693], [-5.70180, -3.61819, 4.80023], [-8.04129, -4.12037, 4.09208], [-9.21913, -2.49514, 2.60961], [-7.99527, -0.43674, 1.89556], [-7.51070, 4.62348, 5.87252], [-6.50606, 4.39420, 5.01990], [-5.99289, 5.34849, 4.15487], [-6.55562, 6.61463, 4.17051], [-7.59947, 6.87678, 5.04412], [-8.03557, 5.85263, 5.87017], [-6.10115, 3.38748, 5.04279], [-5.17602, 5.10682, 3.48774], [-6.18446, 7.38884, 3.50914], [-8.06424, 7.85344, 5.08426], [-8.84707, 6.01055, 6.57307], [6.80692, 1.74993, 1.57291], [7.49171, 1.95789, 0.44289], [8.82727, 1.62476, 0.27663], [9.49251, 1.04565, 1.34367], [8.80570, 0.82089, 2.52693], [7.47144, 1.18815, 2.58830], [6.92668, 2.41596, -0.36286], [9.33083, 1.81370, -0.66236], [10.53742, 0.77060, 1.25539], [9.29440, 0.37019, 3.38102], [6.88995, 1.02915, 3.49074], [1.39564, -6.17531, -3.34908], [1.60425, -4.97695, -3.90924], [2.56909, -4.73567, -4.87547], [3.36676, -5.79246, -5.28383], [3.17058, -7.04224, -4.71684], [2.17668, -7.17953, -3.76085], [0.95698, -4.18057, -3.55470], [2.69191, -3.74587, -5.29607], [4.13299, -5.64442, -6.03595], [3.77450, -7.89100, -5.01024], [1.98347, -8.13864, -3.29148], [6.53171, -3.10649, 0.34391], [7.34739, -2.12887, 0.75228], [8.72559, -2.25694, 0.83290], [9.29321, -3.46904, 0.47371], [8.46810, -4.49843, 0.04898], [7.10234, -4.26596, 0.00101], [6.85648, -1.19982, 1.02592], [9.33562, -1.42984, 1.16837], [10.36670, -3.61007, 0.52386], [8.87451, -5.45915, -0.23912], [6.41645, -5.03961, -0.32814]],
  "forces_ev_per_angstrom": [[0.0, -0.5, 0.6], [1.1, -0.5, 1.3], [-1.4, -0.2, -0.5], [-0.1, -0.3, -0.5], [-0.2, 0.5, -0.2], [-0.3, 0.2, -1.7], [0.2, -0.3, -0.8], [0.8, -0.5, 1.3], [-0.1, 0.1, 0.7], [-2.8, -0.4, -1.0], [-0.3, 1.3, 0.0], [0.8, 1.9, -0.4], [0.4, 1.4, 2.1], [-0.6, -0.2, 0.8], [0.6, -1.6, -0.6], [-0.1, -0.3, 0.4], [-0.5, -0.7, 0.3], [-0.2, -0.5, -0.3], [0.5, -0.1, 0.9], [0.8, 0.3, -0.9], [-0.2, 0.7, 0.3], [0.2, -0.2, 1.1], [0.3, -0.4, -0.4], [-0.4, 0.0, -1.0], [-0.1, -0.5, -0.3], [-1.4, -0.4, -2.0], [0.4, -0.4, 0.9], [1.5, 0.8, 0.5], [1.3, -2.9, 0.0], [0.7, -0.8, -0.3], [0.1, 0.4, -1.0], [0.2, 1.0, 0.3], [1.1, -0.3, 0.0], [-0.8, -0.3, 0.4], [0.3, 0.4, -1.0], [-0.4, -0.1, -0.8], [-0.7, 0.2, 0.7], [0.5, 0.9, 0.1], [-0.7, 0.6, 0.6], [-0.6, -0.9, -0.1], [0.4, -0.4, 0.9], [0.9, 0.4, -0.1], [-0.7, -0.7, -0.1], [-0.6, -0.7, -0.4], [-1.0, 0.6, -0.3], [0.7, 0.1, 0.6], [-1.0, 0.2, -0.2], [-0.9, 0.8, -0.1], [-0.6, 0.8, -0.2], [-0.2, -0.5, -1.0], [0.2, 0.8, 0.6], [0.3, 0.7, -0.8], [-0.4, -0.2, -0.7], [0.4, 0.9, -0.3], [0.0, 0.0, 1.1], [0.9, 0.6, -0.1], [0.5, -0.2, -1.0], [-1.0, 0.4, 0.3], [1.0, -0.3, 0.1], [-0.7, -0.4, 0.4], [-0.4, 0.2, 0.2], [0.3, 0.2, 0.1], [1.0, 0.0, 0.4], [-0.4, 0.2, 0.4], [0.1, 0.4, -0.4], [1.0, -0.6, 0.3], [0.6, -0.8, 0.1], [-0.1, -0.3, 0.0], [0.0, 0.3, -0.2], [-0.1, 0.0, 0.0], [-0.1, -0.1, 0.0], [0.1, -0.1, 0.1], [0.1, 0.3, 0.1], [0.0, -0.1, 0.0], [0.0, 0.0, 0.0], [0.0, 0.0, 0.0], [0.0, 0.0, 0.0], [0.0, -0.4, 0.4], [0.1, 0.2, -0.2], [-0.3, 0.0, 0.2], [0.0, 0.0, 0.0], [0.0, 0.1, 0.0], [0.1, 0.0, 0.0], [0.0, -0.3, 0.1], [0.0, 0.0, 0.0], [-0.1, 0.1, 0.1], [0.0, 0.0, 0.0], [0.0, 0.0, 0.0], [0.0, 0.1, 0.0], [0.5, -0.1, -0.1], [-0.3, 0.0, 0.2], [0.0, 0.0, 0.0], [0.1, 0.1, 0.1], [0.0, 0.1, -0.1], [-0.3, 0.1, -0.1], [0.1, 0.0, 0.0], [0.0, 0.0, 0.0], [0.0, 0.0, 0.0], [0.0, 0.0, 0.0], [0.1, 0.0, 0.0], [0.3, 0.0, -0.3], [-0.2, -0.2, 0.3], [0.1, -0.1, 0.0], [0.1, 0.0, -0.1], [0.0, 0.1, 0.0], [-0.3, 0.1, 0.2], [0.2, -0.2, -0.3], [0.0, 0.0, 0.0], [0.0, 0.0, 0.0], [0.0, 0.0, 0.0], [0.1, 0.0, 0.0], [0.4, 0.0, 0.0], [-0.3, -0.1, -0.1], [0.1, -0.2, 0.0], [0.1, 0.0, 0.0], [0.0, 0.1, 0.0], [-0.3, 0.2, 0.0], [0.1, 0.0, 0.0], [-0.1, -0.1, 0.0], [0.0, 0.0, 0.0], [0.0, 0.0, 0.0], [0.1, 0.0, 0.0]],
  "orbital_gap_ev": 8.78,
  "spin_multiplicity": 1,
  "smiles": "CC(C)(C)CC(C)(C)c1ccc(OCCOCC[Si@@](Cl)(CCC(N)=O)[PH2]=N)cc1.c1ccncc1.c1ccncc1.c1ccncc1.c1ccncc1.c1ccncc1",
  "e_homo_ev": -8.50,
  "charge": 0
}

---

Entry 2:
{
  "formula": "C2H4N2S",
  "method": "the ωB97M-V functional and the def2-TZVPD basis",
  "symbols": ["C", "C", "H", "H", "H", "H", "N", "N", "S"],
  "coordinates": [[-2.61962, -0.27366, 0.05533], [0.71090, 0.65863, -0.04997], [-3.00636, 0.71019, 0.30966], [-3.34727, -1.02695, -0.17768], [-1.05521, 1.51598, 0.00011], [1.06158, 1.70813, -0.15259], [-1.37227, -0.52377, -0.07449], [-0.62020, 0.58039, 0.00800], [1.98418, -0.35084, 0.02836]],
  "forces_ev_per_angstrom": [[0.4, -0.3, -0.3], [2.0, 1.1, 0.0], [0.1, 0.2, -0.1], [0.0, -0.5, 0.3], [-0.2, -0.9, 0.0], [-0.9, -0.4, 0.1], [-1.4, -0.2, -0.1], [0.5, 1.7, 0.1], [-0.6, -0.8, 0.0]],
  "orbital_gap_ev": 8.47,
  "spin_multiplicity": 1,
  "smiles": "C=NNC=S",
  "e_homo_ev": -8.34,
  "charge": 0
}

---

Entry 3:
{
  "formula": "C3H7N4",
  "method": "the ωB97M-V functional and the def2-TZVPD basis",
  "symbols": ["C", "C", "C", "N", "N", "N", "N", "H", "H", "H", "H", "H", "H", "H"],
  "coordinates": [[-0.79937, -1.26650, 0.43120], [-0.32568, 0.81391, -0.12710], [1.58712, -0.67166, -0.05788], [-1.90397, 0.59074, -0.13560], [-1.93446, -0.66498, 0.16284], [0.22404, -0.33117, 0.25477], [0.11914, 2.03334, -0.15319], [-0.64120, -2.37282, 0.56818], [1.78779, -1.49581, 0.65035], [1.83001, -0.76825, -1.11436], [2.07956, 0.27222, 0.20363], [-2.83889, -1.16751, 0.00573], [-0.35742, 2.73764, -0.67779], [1.17333, 2.29086, -0.01078]],
  "forces_ev_per_angstrom": [[0.8, -1.2, -0.4], [-7.3, -0.9, 1.1], [0.8, 0.9, 1.6], [5.4, 2.3, -0.6], [-0.6, -2.2, -0.1], [-2.2, -1.0, -1.2], [4.5, 1.9, 0.0], [-0.2, 1.6, -0.1], [0.9, 0.4, -0.9], [-0.6, -0.8, 0.0], [0.8, -0.7, 0.4], [1.0, 0.5, 0.6], [-0.6, 0.2, -0.1], [-2.8, -1.0, -0.3]],
  "orbital_gap_ev": 9.90,
  "spin_multiplicity": 1,
  "smiles": "C[n+]1c[nH]nc1N",
  "e_homo_ev": -13.24,
  "charge": 1
}

---

Entry 4:
{
  "formula": "C3H4N2O",
  "method": "the ωB97M-V functional and the def2-TZVPD basis",
  "symbols": ["O", "C", "N", "N", "C", "C", "H", "H", "H", "H"],
  "coordinates": [[-1.06511, -1.97893, -0.30837], [-0.56597, -0.73309, -0.17057], [-1.03063, 0.10893, 0.73292], [-0.29147, 1.22324, 0.54255], [0.61502, 1.09005, -0.44869], [0.47442, -0.18321, -0.95017], [-1.82369, -2.04543, 0.28777], [-0.46002, 2.02429, 1.12705], [1.27833, 1.89784, -0.72574], [1.01843, -0.65635, -1.75304]],
  "forces_ev_per_angstrom": [[-0.1, 0.0, 0.1], [0.1, 0.2, 0.0], [0.1, -0.2, -0.2], [0.1, 0.2, 0.0], [-0.1, 0.0, 0.1], [0.0, 0.0, 0.0], [0.1, -0.1, 0.0], [0.0, -0.1, -0.1], [-0.1, -0.1, 0.1], [-0.1, 0.1, 0.1]],
  "orbital_gap_ev": 9.96,
  "spin_multiplicity": 1,
  "smiles": "Oc1cc[nH]n1",
  "e_homo_ev": -8.91,
  "charge": 0
}

---

Entry 5:
{
  "formula": "C15H30IN5STi",
  "method": "the ωB97M-V functional and the def2-TZVPD basis",
  "symbols": ["Ti", "C", "C", "N", "C", "C", "S", "C", "C", "N", "H", "H", "H", "H", "H", "H", "H", "H", "H", "H", "H", "H", "H", "H", "N", "C", "C", "C", "C", "N", "H", "H", "H", "H", "H", "H", "H", "H", "H", "H", "H", "H", "I", "C", "C", "C", "C", "N", "C", "H", "H", "H", "H"],
  "coordinates": [[0.06979, 0.05428, -0.03911], [-1.35420, 1.50485, 2.33025], [-1.65083, 0.02905, 2.47787], [-1.64785, -0.64890, 1.14158], [-2.94860, -0.58198, 0.39514], [-3.23884, 0.76820, -0.23685], [-1.78300, 1.46126, -1.11014], [-1.47291, 3.05774, -0.27775], [-0.27822, 3.01108, 0.67153], [-0.19896, 1.70323, 1.39213], [-1.13434, 1.95336, 3.29881], [-2.20602, 2.04156, 1.92619], [-2.60265, -0.13002, 2.98666], [-0.88139, -0.45254, 3.08407], [-1.52831, -1.64179, 1.33412], [-3.77043, -0.85057, 1.06237], [-2.89345, -1.34979, -0.37553], [-3.57285, 1.51750, 0.47666], [-4.03524, 0.65617, -0.97112], [-2.40094, 3.34293, 0.21501], [-1.30252, 3.79707, -1.05895], [-0.34033, 3.83489, 1.38561], [0.65589, 3.13731, 0.12212], [0.64268, 1.74263, 1.96628], [1.50673, -1.01080, 1.25786], [2.63096, -0.24791, 1.92125], [3.14528, 0.85857, 1.02418], [3.63171, 0.41331, -0.36485], [2.93949, 1.15939, -1.48419], [1.47113, 0.76863, -1.62407], [1.10211, -1.63045, 1.95899], [1.93452, -1.66580, 0.59828], [3.42179, -0.95031, 2.18248], [2.23955, 0.15314, 2.85661], [3.94165, 1.37871, 1.55691], [2.36583, 1.62259, 0.89617], [3.52041, -0.66631, -0.52046], [4.70283, 0.58960, -0.46037], [3.42003, 0.98542, -2.44456], [2.96109, 2.23344, -1.30020], [1.45541, -0.01235, -2.28293], [1.02816, 1.51874, -2.15443], [-0.45565, -5.91973, -0.64624], [-0.57636, -4.06466, -1.53112], [-0.95879, -3.90148, -2.86121], [-1.01942, -2.62229, -3.39724], [-0.70670, -1.54387, -2.59898], [-0.32753, -1.67935, -1.30908], [-0.26778, -2.93054, -0.80306], [-1.20259, -4.76122, -3.47295], [-1.30597, -2.46152, -4.42787], [-0.76143, -0.53808, -2.99743], [0.03709, -3.03240, 0.23157]],
  "forces_ev_per_angstrom": [[0.0, 0.1, -0.3], [0.1, 0.1, -0.1], [0.0, -0.1, -0.1], [-0.3, 0.0, 0.1], [0.1, 0.0, 0.1], [0.0, 0.0, 0.0], [0.0, -0.1, 0.0], [0.0, 0.0, 0.0], [0.0, -0.1, 0.0], [-0.1, 0.1, 0.2], [0.0, 0.0, 0.0], [0.0, 0.0, 0.0], [0.0, 0.0, 0.0], [0.0, 0.0, 0.0], [0.0, 0.0, 0.0], [0.0, 0.0, 0.0], [0.0, 0.0, 0.0], [0.0, 0.0, 0.0], [0.0, 0.0, 0.0], [0.0, 0.0, 0.0], [0.0, 0.0, 0.0], [0.0, 0.0, 0.0], [0.0, 0.0, 0.0], [0.0, 0.0, 0.0], [0.2, 0.0, -0.1], [-0.1, -0.1, 0.0], [0.0, 0.1, 0.0], [0.1, -0.1, 0.0], [-0.2, 0.1, 0.0], [0.2, -0.1, -0.1], [0.0, 0.0, 0.0], [0.1, 0.0, 0.0], [0.0, 0.0, 0.0], [0.0, 0.0, 0.0], [0.0, 0.0, 0.0], [0.0, 0.0, 0.0], [0.0, 0.0, 0.0], [0.0, 0.0, 0.0], [0.0, 0.0, 0.0], [0.0, 0.0, 0.0], [0.1, 0.0, 0.0], [0.0, 0.0, 0.0], [0.0, -0.2, 0.1], [0.0, 0.1, -0.1], [0.0, 0.0, -0.1], [0.0, -0.1, 0.0], [0.1, 0.1, 0.1], [-0.1, -0.1, 0.0], [0.0, 0.2, 0.0], [0.0, 0.0, 0.0], [0.0, 0.0, 0.0], [0.0, 0.0, 0.0], [0.0, 0.0, 0.0]],
  "orbital_gap_ev": [6.74, 7.13],
  "s2": 0.753,
  "spin_multiplicity": 2,
  "e_homo_ev": [-17.24, -17.25],
  "charge": 3
}

---

Entry 6:
{
  "formula": "C5H10NO7S2",
  "method": "the ωB97M-V functional and the def2-TZVPD basis",
  "symbols": ["C", "C", "C", "C", "C", "N", "O", "O", "O", "O", "O", "O", "O", "S", "S", "H", "H", "H", "H", "H", "H", "H", "H", "H", "H"],
  "coordinates": [[-1.77099, -0.48748, -1.39153], [1.22146, -0.79032, 1.06500], [-0.88790, 0.32362, 1.42484], [-0.75878, -1.94589, 1.01522], [-0.39016, -0.47982, -0.89721], [-0.17284, -0.69211, 0.55535], [-1.66257, 0.16979, -2.47880], [2.13832, 2.07753, 1.04364], [-2.77378, -1.05037, -0.94079], [0.87207, -0.00881, -3.05275], [0.06529, 2.61308, -0.25826], [2.13023, 3.62999, -0.79158], [1.72295, 1.11457, -1.11286], [0.18819, 0.91548, -1.81575], [1.51348, 2.48151, -0.25946], [1.66908, 0.18476, 1.21088], [1.15039, -1.36429, 1.88378], [1.70633, -1.10281, 0.19759], [-0.33562, 1.25069, 1.22071], [-1.86054, 0.30877, 1.06310], [-1.08355, -0.06967, 2.51647], [-1.69813, -1.96994, 0.64228], [-0.29578, -2.93952, 0.68682], [-0.83807, -2.09611, 2.07733], [0.15090, -0.07262, -3.60403]],
  "forces_ev_per_angstrom": [[0.5, -0.9, 0.6], [0.0, 3.2, -3.1], [0.8, -0.5, 1.5], [1.2, -3.5, -0.6], [-0.1, 0.3, 1.2], [0.0, 0.3, 2.7], [-0.5, 1.1, -1.8], [-1.3, 0.5, -1.9], [0.1, 0.2, 0.1], [2.7, 1.4, 2.2], [-0.6, 0.0, 0.8], [1.3, 1.0, -1.8], [-0.5, 0.5, -0.7], [-0.2, -3.4, -1.3], [1.5, -0.2, 4.8], [-0.3, 0.3, 0.6], [0.6, -2.1, 2.8], [1.5, -1.6, -0.9], [-0.7, -0.1, 0.9], [-1.9, 0.6, -1.0], [1.4, 1.0, -1.8], [-3.1, -0.2, -1.2], [0.1, 1.8, -0.3], [0.4, 0.8, 0.6], [-2.8, -0.6, -2.3]],
  "orbital_gap_ev": 7.84,
  "spin_multiplicity": 1,
  "e_homo_ev": -4.77,
  "charge": -1
}